1.
ORCA calculation (wB97M-V/def2-TZVPD) on a cluster of 11 separate species, C54H100F18O27 in total.

```
199
Properties=species:S:1:pos:R:3:forces:R:3
C -7.840 0.502 4.082 -0.40 -0.33 -2.92
C -6.738 -0.443 3.659 0.66 1.14 -0.31
O -5.685 -0.301 4.660 0.31 -0.69 -0.63
C -4.819 -1.316 4.681 0.28 2.04 1.63
O -4.969 -2.418 4.286 0.08 -0.87 -0.76
C -3.538 -0.882 5.527 -1.06 -0.79 -0.23
F -2.947 0.260 5.177 -0.56 -0.22 0.16
F -3.930 -0.810 6.842 0.82 -0.06 -1.18
F -2.655 -1.862 5.331 0.25 0.13 0.77
H -8.713 0.317 3.373 0.78 0.12 1.22
H -7.505 1.488 3.831 0.03 0.80 0.37
H -8.080 0.398 5.109 -0.42 -0.12 0.87
H -6.240 -0.151 2.678 -0.89 -0.45 1.05
H -7.098 -1.445 3.631 0.07 -0.84 -0.05
C -1.263 1.884 -3.058 -0.61 1.53 -1.04
C 0.033 2.533 -3.450 0.98 0.27 -0.76
O -0.135 3.196 -4.781 -0.64 -0.53 0.60
C 0.934 3.337 -5.502 3.23 -0.62 1.18
O 2.069 2.932 -5.234 -2.14 0.66 -0.54
C 0.694 4.173 -6.749 -0.90 -0.76 -0.82
F -0.473 3.730 -7.291 0.65 0.24 -0.36
F 0.533 5.464 -6.500 0.19 0.34 0.26
F 1.698 4.022 -7.618 -0.56 0.08 0.19
H -1.546 1.158 -3.798 0.05 -0.61 -0.12
H -2.105 2.600 -3.035 0.49 0.00 0.03
H -1.198 1.466 -2.091 0.25 -0.69 0.96
H 0.890 1.842 -3.521 -0.60 0.06 -0.09
H 0.405 3.349 -2.841 -0.39 0.06 0.53
C 3.843 -8.036 0.944 -0.11 -1.94 0.81
C 3.757 -7.454 -0.419 0.70 1.68 0.45
O 2.375 -7.212 -0.740 -0.75 -1.16 -0.51
C 2.020 -7.204 -2.036 -1.17 1.02 3.16
O 2.742 -7.131 -2.935 2.13 -0.29 -3.06
C 0.494 -7.074 -2.162 -0.68 0.07 -0.86
F -0.120 -8.084 -1.572 -0.27 -0.45 0.56
F 0.049 -5.927 -1.630 0.20 -0.04 0.15
F 0.103 -7.086 -3.451 0.48 0.09 0.37
H 3.441 -7.424 1.704 -0.44 0.96 0.85
H 4.857 -8.357 1.287 -0.60 0.45 -0.73
H 3.208 -8.956 0.976 0.49 0.51 -0.10
H 4.280 -8.115 -1.056 -0.08 -0.67 -1.43
H 4.230 -6.468 -0.520 0.15 -0.28 0.21
C 0.238 -0.925 -5.049 0.97 0.21 0.59
C 0.066 -1.125 -6.572 -0.38 0.73 0.08
O -1.192 -0.344 -6.897 1.77 0.14 0.23
C -1.739 -0.558 -8.060 -3.07 1.26 0.79
O -1.706 -1.483 -8.780 1.61 -2.23 -1.64
C -2.989 0.379 -8.306 0.66 -0.66 1.25
F -2.743 1.604 -7.881 -0.27 0.82 -0.07
F -3.404 0.387 -9.558 0.23 0.13 -0.12
F -4.000 -0.141 -7.552 0.20 0.26 -0.20
H -0.673 -1.088 -4.475 -0.19 -0.15 -0.40
H 0.580 0.098 -4.811 -0.36 -0.16 -0.54
H 1.026 -1.506 -4.504 -0.53 -0.13 -1.13
H -0.105 -2.139 -6.960 0.14 0.25 0.55
H 0.880 -0.648 -7.181 -0.70 -0.43 0.70
C -3.349 5.883 6.057 0.14 -1.11 0.50
C -4.647 5.910 5.251 2.13 -0.06 0.61
O -4.378 5.025 4.135 -0.41 1.03 -0.16
C -4.563 3.757 4.368 -1.50 -0.81 0.05
O -4.917 3.245 5.389 0.31 -0.18 0.33
C -4.617 3.019 3.021 0.66 0.07 1.30
F -5.811 3.249 2.461 0.16 0.00 -0.43
F -3.633 3.542 2.280 -0.27 -0.86 -0.88
F -4.495 1.697 3.191 0.31 0.67 -0.60
H -3.231 4.885 6.532 -0.08 0.54 -0.33
H -3.270 6.603 6.851 -0.32 0.52 0.28
H -2.492 6.019 5.406 0.03 0.08 -0.22
H -4.766 6.895 4.834 -0.51 0.15 -0.31
H -5.467 5.564 5.861 -0.45 -0.07 -0.21
C -1.406 0.205 1.939 0.21 -1.40 -0.03
C -0.642 0.425 0.670 -0.05 -0.24 -0.74
O 0.164 -0.839 0.386 -0.83 2.09 0.13
C 1.140 -0.620 -0.471 0.23 -1.81 0.27
O 1.452 0.342 -1.101 -0.15 0.37 0.04
C 1.829 -2.018 -0.673 -0.23 0.12 -1.25
F 2.901 -1.879 -1.461 -0.17 -0.14 0.14
F 2.200 -2.656 0.425 -0.09 0.12 0.32
F 0.931 -2.826 -1.331 0.59 0.46 0.41
H -2.277 -0.422 1.721 0.07 0.26 0.28
H -1.730 1.129 2.398 0.01 0.13 0.08
H -0.758 -0.398 2.597 -0.25 0.76 0.12
H 0.067 1.245 0.754 0.11 -0.02 -0.14
H -1.344 0.581 -0.185 0.80 -0.16 0.58
C -2.893 -3.371 -6.067 -0.26 -0.47 -0.89
O -2.765 -2.423 -5.039 0.40 -0.37 -1.22
C -3.805 -2.517 -4.140 0.63 1.83 1.17
C -3.846 -1.161 -3.432 0.09 -0.45 1.68
O -2.772 -0.881 -2.525 0.25 -1.33 0.49
C -2.807 -1.716 -1.336 1.14 2.51 0.88
C -3.796 -1.144 -0.276 -0.37 -2.53 -0.75
O -3.689 0.191 -0.036 -0.55 1.92 -0.08
C -4.547 1.047 -0.838 1.14 0.41 0.38
H -2.326 -3.039 -6.937 0.26 -0.10 0.20
H -3.931 -3.447 -6.431 0.05 0.15 0.22
H -2.599 -4.397 -5.790 0.16 0.34 0.18
H -3.643 -3.355 -3.495 0.00 -0.63 0.85
H -4.762 -2.637 -4.583 -1.02 -0.21 -0.89
H -4.748 -1.065 -2.812 -0.36 -0.04 -0.59
H -3.768 -0.365 -4.150 -0.31 0.21 -0.54
H -1.777 -1.655 -0.880 -0.91 -0.18 -0.72
H -3.045 -2.733 -1.535 -0.17 -0.93 -0.30
H -3.638 -1.705 0.667 0.14 0.23 -0.28
H -4.808 -1.459 -0.589 -0.09 0.42 0.08
H -4.136 1.035 -1.883 -0.84 0.01 0.76
H -4.364 2.103 -0.422 -0.68 -1.60 -0.54
H -5.614 0.685 -0.744 1.04 0.64 -0.26
C -1.305 -3.065 2.660 0.79 -0.79 0.34
O -0.211 -3.988 2.766 -0.47 -0.38 -0.49
C -0.261 -5.054 1.789 -1.01 0.72 0.53
C 1.003 -5.794 1.784 0.83 -1.28 0.47
O 1.028 -6.855 2.744 0.19 0.82 1.56
C 0.895 -6.409 4.106 -0.74 -0.14 0.67
C 1.880 -5.393 4.664 0.26 -0.85 0.00
O 3.168 -5.935 4.565 0.40 -0.13 0.10
C 4.171 -5.174 5.190 0.33 1.48 -1.84
H -1.412 -2.850 1.617 -0.47 0.35 -0.79
H -0.989 -2.155 3.158 -0.13 -0.18 0.24
H -2.243 -3.442 3.093 0.24 -0.01 -0.09
H -0.477 -4.667 0.797 -0.03 0.39 -0.24
H -1.016 -5.805 2.021 -0.59 0.18 0.20
H 1.804 -5.084 1.973 0.53 -0.02 -0.28
H 1.131 -6.398 0.889 0.09 0.79 -0.35
H 0.925 -7.319 4.747 0.05 0.49 -0.61
H -0.069 -5.892 4.296 0.04 -0.57 -0.39
H 1.662 -5.238 5.733 -0.35 -0.04 -0.13
H 1.789 -4.434 4.176 0.07 0.45 -0.37
H 3.814 -4.661 6.107 0.25 -0.30 -0.39
H 4.577 -4.378 4.414 -0.70 -1.16 1.62
H 4.974 -5.869 5.380 0.35 0.02 0.36
C 4.834 4.840 6.399 -0.61 -0.55 -0.17
O 3.678 4.020 6.542 0.26 0.23 0.24
C 2.525 4.821 6.678 -0.71 -1.44 1.36
C 1.919 5.282 5.402 0.81 0.86 -0.14
O 1.227 4.268 4.795 -0.57 -1.48 -0.95
C 0.278 4.567 3.749 0.29 0.64 1.70
C -0.508 3.307 3.434 -0.34 0.87 1.36
O -1.445 3.097 4.520 0.50 -0.91 -0.80
C -0.855 2.421 5.643 -0.25 0.37 -0.04
H 4.529 5.670 5.755 0.86 0.03 -0.21
H 5.607 4.183 6.012 0.12 0.28 -0.50
H 5.217 5.227 7.340 -0.27 0.15 0.40
H 2.710 5.646 7.383 -0.01 0.01 -0.27
H 1.746 4.165 7.131 0.55 0.37 0.02
H 2.706 5.671 4.775 0.42 0.29 -0.68
H 1.322 6.123 5.684 -1.04 0.76 -0.06
H 0.741 4.923 2.848 0.68 0.27 -0.54
H -0.333 5.410 4.198 -0.04 -0.97 -0.88
H 0.136 2.420 3.286 -0.10 0.45 0.09
H -1.042 3.517 2.512 -0.35 -0.27 0.00
H -0.137 1.640 5.356 -0.22 0.06 -0.26
H -1.689 1.947 6.181 0.45 0.39 0.05
H -0.282 3.154 6.230 -0.41 -0.38 0.17
C -1.655 5.001 0.165 0.44 -0.92 -0.31
O -0.503 4.149 0.059 -0.76 -1.19 -0.20
C 0.700 4.788 -0.262 -0.49 1.62 0.22
C 1.973 3.914 -0.206 -2.81 -1.44 0.02
O 1.854 3.061 0.946 -0.08 0.91 -0.32
C 3.130 2.576 1.211 0.81 -1.01 1.63
C 3.115 1.571 2.415 -0.11 0.61 -0.60
O 2.519 0.361 2.029 -0.82 -1.63 0.40
C 2.237 -0.505 3.167 -0.06 1.25 -0.39
H -1.718 5.661 -0.693 -0.11 0.08 -0.43
H -1.578 5.663 1.038 -0.18 -0.33 0.19
H -2.542 4.312 0.177 0.86 0.88 0.25
H 0.724 5.615 0.493 0.87 -0.21 -0.47
H 0.596 5.285 -1.260 0.33 -0.31 0.44
H 2.776 4.608 -0.070 0.87 0.21 -0.32
H 2.052 3.206 -1.087 0.23 1.14 0.61
H 3.815 3.425 1.435 -0.18 -0.44 0.14
H 3.522 2.072 0.334 0.23 -0.31 -0.30
H 2.533 1.982 3.260 0.45 0.23 -0.15
H 4.132 1.302 2.711 0.23 0.67 0.22
H 1.611 -1.329 2.878 -0.47 -0.13 -0.54
H 1.754 0.089 3.942 -0.36 0.06 0.05
H 3.081 -0.958 3.662 1.00 0.09 -0.22
C 6.177 0.887 -1.044 1.38 -0.43 0.18
O 5.533 1.499 -2.134 0.55 0.44 1.01
C 4.986 0.586 -3.044 0.18 0.58 -1.40
C 5.061 1.342 -4.432 0.61 0.30 0.94
O 4.712 0.436 -5.399 -0.71 -2.09 -1.89
C 4.958 0.673 -6.792 1.22 1.11 0.77
C 4.307 -0.414 -7.588 -0.87 -0.41 0.02
O 4.101 -0.028 -8.926 -0.19 0.06 0.06
C 3.205 -0.927 -9.548 -1.25 1.58 -0.64
H 6.766 1.598 -0.431 -1.08 0.26 -0.22
H 7.036 0.241 -1.359 -0.84 -0.12 -0.27
H 5.487 0.287 -0.434 0.12 0.18 0.02
H 3.936 0.369 -2.784 0.29 -0.18 -0.12
H 5.598 -0.345 -3.065 -0.48 0.46 -0.21
H 6.129 1.650 -4.615 -0.90 0.24 0.50
H 4.326 2.190 -4.436 0.91 -0.31 0.13
H 6.034 0.658 -7.056 -0.07 0.07 0.59
H 4.631 1.690 -7.055 -0.42 -0.36 -0.18
H 3.352 -0.625 -7.088 -0.08 -0.12 -0.11
H 4.880 -1.345 -7.644 0.17 0.00 0.62
H 3.476 -1.973 -9.390 -0.11 0.02 -0.02
H 3.217 -0.639 -10.615 0.13 -0.55 0.35
H 2.131 -0.686 -9.225 1.27 -0.71 -0.07
```
Positions in Å, forces in eV/Å.

Results
Highest occupied orbital energy, eV: -9.26
ΔE to the lowest compared entry with this formula, charge and spin, kcal/mol: 37.7
DFT total energy, eV: -161807.889
M, u: 1523.331
Total charge: 0
Max |F|, eV/Å: 3.74


2.
ORCA calculation (wB97M-V/def2-TZVPD) on a cluster of 11 separate species, C54H105N11 in total.

```
170
Properties=species:S:1:pos:R:3:forces:R:3
N 2.127 3.900 -5.417 0.56 1.33 -0.44
C 2.371 2.796 -4.654 -0.87 -0.34 -0.47
C 1.713 1.759 -5.288 0.58 0.12 -0.05
C 1.185 2.272 -6.501 -0.65 -1.13 0.34
C 1.434 3.612 -6.561 -0.23 -0.80 0.35
H 2.508 4.820 -5.274 0.05 -0.14 0.32
H 2.939 2.860 -3.744 -0.02 -0.02 0.06
H 1.590 0.725 -5.002 0.29 0.06 0.23
H 0.581 1.606 -7.102 0.03 0.49 -0.52
H 1.049 4.333 -7.259 0.37 0.26 0.05
N 0.832 -3.607 -7.460 0.86 0.08 1.33
C 2.038 -2.937 -7.209 -1.20 0.24 -1.31
C 1.936 -2.352 -5.986 1.78 -0.22 0.08
C 0.796 -2.850 -5.373 -1.20 -0.19 0.98
C 0.111 -3.607 -6.277 0.13 -0.09 -0.40
H 0.585 -4.120 -8.282 0.12 -0.09 -0.10
H 2.820 -2.853 -7.945 -0.18 0.01 -0.15
H 2.731 -1.774 -5.539 -0.12 0.04 0.05
H 0.526 -2.750 -4.332 -0.13 0.21 -0.10
H -0.778 -4.189 -6.104 -0.08 0.04 -0.37
N 3.826 -7.125 2.395 -0.77 -0.38 1.16
C 2.738 -7.775 2.953 -0.30 0.04 -1.58
C 1.601 -7.136 2.489 1.10 -0.67 0.75
C 2.038 -6.004 1.736 -1.57 -0.03 0.92
C 3.392 -5.997 1.757 1.09 -0.28 -0.95
H 4.734 -7.549 2.378 0.25 0.42 0.03
H 2.830 -8.743 3.416 0.13 0.08 0.17
H 0.626 -7.546 2.696 -0.23 0.49 -0.09
H 1.322 -5.258 1.427 0.43 0.20 -0.44
H 4.118 -5.365 1.273 -0.14 0.17 0.04
N -4.412 -1.072 4.143 1.13 -0.03 0.50
C -4.010 -1.398 5.420 -0.59 0.50 0.77
C -2.663 -1.653 5.453 -1.09 0.03 -1.41
C -2.264 -1.555 4.072 1.90 -0.14 1.79
C -3.296 -1.115 3.334 -1.16 -1.03 -1.12
H -5.352 -1.026 3.805 -0.13 0.20 0.11
H -4.699 -1.287 6.244 -0.04 -0.20 -0.09
H -2.065 -1.914 6.306 0.03 0.01 0.04
H -1.244 -1.814 3.822 -0.16 0.27 -0.63
H -3.424 -1.133 2.261 0.16 0.39 0.03
N -6.422 0.610 -2.743 0.03 0.09 0.20
C -5.822 1.425 -1.819 0.23 -0.41 -0.09
C -4.637 0.827 -1.454 -0.26 0.43 0.70
C -4.498 -0.370 -2.193 -0.98 -0.51 0.23
C -5.655 -0.503 -2.931 0.72 0.18 -0.71
H -7.261 0.843 -3.238 -0.06 -0.12 -0.06
H -6.300 2.315 -1.451 0.01 0.04 -0.07
H -4.074 1.164 -0.596 0.39 0.04 -0.29
H -3.786 -1.172 -2.092 0.30 0.25 -0.01
H -5.867 -1.242 -3.687 -0.28 0.03 0.08
N -1.464 3.012 -4.826 -0.07 -0.93 -0.50
C -1.601 4.304 -5.232 0.50 -0.78 -0.45
C -2.692 4.814 -4.609 0.45 1.25 0.97
C -3.193 3.825 -3.740 -0.41 -1.34 -0.24
C -2.479 2.643 -3.984 -0.01 1.87 0.38
H -0.737 2.394 -5.156 -0.08 0.11 -0.05
H -0.946 4.692 -5.992 0.06 0.19 0.18
H -2.833 5.884 -4.540 -0.63 -0.12 -0.26
H -4.025 3.947 -3.065 -0.01 -0.16 -0.02
H -2.571 1.643 -3.600 0.00 0.01 0.11
C -2.190 -3.176 -0.250 0.32 0.23 0.01
C -0.781 -2.732 -0.643 0.01 0.24 -0.17
N -0.400 -1.399 -0.179 -0.01 -0.18 -0.47
C 0.267 -1.448 1.121 0.13 0.27 -0.52
C 0.227 -0.099 1.829 -0.18 0.62 -0.23
C 0.420 -0.702 -1.171 -1.62 0.97 0.13
C -0.442 -0.161 -2.332 1.09 -0.95 -0.39
H -2.954 -2.397 -0.234 0.37 0.38 -0.19
H -2.161 -3.569 0.767 -0.32 -0.55 -0.23
H -2.487 -3.858 -1.049 -0.28 -0.61 0.65
H -0.048 -3.475 -0.293 -0.06 -0.09 0.09
H -0.709 -2.800 -1.732 0.03 0.41 0.00
H -0.250 -2.218 1.694 0.17 0.04 0.22
H 1.316 -1.743 0.951 0.00 -0.35 0.33
H -0.555 0.519 1.380 -0.41 -0.35 0.24
H 0.041 -0.196 2.898 0.02 0.07 0.00
H 1.089 0.559 1.684 0.41 -0.50 0.10
H 1.244 -1.330 -1.528 0.32 0.23 0.06
H 0.716 0.235 -0.692 0.83 -0.35 0.19
H -1.340 0.309 -1.943 -0.03 0.07 -0.12
H -0.660 -0.950 -3.058 -0.49 0.00 0.16
H 0.185 0.526 -2.906 -0.25 0.35 0.12
C 2.508 -2.731 4.068 0.31 -0.02 0.44
C 3.884 -2.755 3.336 -1.36 -1.45 0.04
N 4.778 -1.700 3.722 0.77 1.19 0.50
C 4.341 -0.356 3.298 0.43 -0.81 -0.67
C 4.204 -0.254 1.780 -0.56 -0.41 0.00
C 5.013 -1.615 5.168 -0.12 -1.82 0.29
C 5.535 -2.939 5.774 0.58 1.03 -0.44
H 2.657 -3.188 5.051 0.04 0.37 0.19
H 1.674 -3.327 3.694 0.28 0.10 -0.75
H 2.182 -1.700 4.211 -0.25 -0.07 0.02
H 4.284 -3.749 3.556 0.53 0.25 0.26
H 3.781 -2.853 2.253 -0.11 0.72 -0.07
H 5.097 0.380 3.577 0.16 -0.25 0.33
H 3.432 -0.086 3.851 -0.21 0.27 -0.33
H 4.299 0.799 1.517 -0.27 -0.08 -0.40
H 3.278 -0.704 1.408 -0.29 0.57 0.16
H 4.932 -0.849 1.223 0.57 0.27 0.44
H 5.770 -0.867 5.397 -0.19 0.35 -0.26
H 4.082 -1.408 5.709 0.03 0.51 -0.04
H 4.787 -3.726 5.755 0.12 -0.14 0.12
H 6.442 -3.214 5.231 -0.18 -0.37 -0.13
H 5.883 -2.717 6.785 -0.34 -0.24 0.18
C -2.245 -0.334 -10.316 -0.13 -0.26 -0.17
C -2.914 -0.986 -9.106 -0.32 0.02 0.68
N -3.500 -0.117 -8.077 -0.22 0.88 -0.07
C -4.596 0.698 -8.552 -1.17 0.18 -0.21
C -5.827 -0.118 -9.000 0.90 -0.39 0.03
C -2.515 0.701 -7.375 0.45 -1.09 0.94
C -1.790 -0.223 -6.365 0.55 -0.19 -0.55
H -2.382 -0.956 -11.203 -0.06 -0.05 0.03
H -1.166 -0.270 -10.175 -0.03 0.46 0.03
H -2.704 0.628 -10.547 0.30 0.11 0.02
H -3.742 -1.623 -9.415 0.22 -0.24 -0.13
H -2.180 -1.588 -8.568 -0.11 -0.29 -0.19
H -4.962 1.374 -7.774 0.38 -0.26 0.40
H -4.325 1.411 -9.350 0.14 -0.22 -0.21
H -5.583 -0.679 -9.904 -0.39 0.34 -0.33
H -6.077 -0.908 -8.287 0.04 0.27 0.34
H -6.686 0.539 -9.114 -0.03 -0.08 -0.32
H -2.997 1.421 -6.714 -0.35 0.26 -0.51
H -1.861 1.222 -8.087 0.19 0.12 0.24
H -1.035 -0.893 -6.788 -0.07 0.08 -0.28
H -2.560 -0.875 -5.952 0.02 0.13 0.30
H -1.253 0.293 -5.567 -0.26 0.20 0.04
C 0.145 0.971 6.012 1.05 0.27 0.52
C 1.422 0.273 6.520 -0.08 -0.53 -0.40
N 2.107 0.938 7.625 -0.94 0.04 0.29
C 3.228 0.208 8.159 1.25 0.31 0.88
C 4.021 1.021 9.189 -0.18 0.64 0.23
C 2.279 2.357 7.360 0.86 0.38 -0.34
C 3.126 2.670 6.097 -0.49 -0.13 -0.12
H 0.455 1.941 5.627 -0.41 0.04 -0.16
H -0.549 1.130 6.837 -0.09 -0.02 -0.02
H -0.352 0.416 5.218 0.08 -0.13 0.03
H 1.146 -0.756 6.769 0.17 0.00 0.51
H 2.143 0.147 5.699 -0.13 0.09 -0.34
H 2.933 -0.687 8.711 -0.55 -0.15 -0.46
H 4.002 -0.098 7.438 -0.39 -0.15 -0.43
H 3.364 1.597 9.846 -0.11 -0.15 -0.01
H 4.630 0.400 9.845 0.05 -0.20 -0.23
H 4.676 1.754 8.711 0.06 -0.08 0.00
H 2.797 2.897 8.152 -0.11 -0.52 0.40
H 1.279 2.789 7.374 0.07 0.22 -0.50
H 2.637 2.358 5.171 -0.06 0.06 -0.01
H 4.078 2.135 6.124 0.00 -0.04 0.18
H 3.358 3.733 6.006 -0.11 0.03 0.09
C 0.407 3.569 0.608 0.15 0.59 -0.47
C 0.517 4.294 1.979 -0.03 -1.29 -1.18
N -0.726 4.229 2.722 0.01 0.48 0.37
C -0.754 5.225 3.802 -0.03 0.05 -0.82
C 0.344 5.085 4.842 0.37 0.05 0.11
C -1.020 2.860 3.141 0.10 -0.63 -0.16
C -2.166 2.735 4.125 -0.41 -0.52 0.44
H 0.275 4.324 -0.171 -0.15 -0.09 -0.05
H -0.422 2.875 0.491 -0.04 0.00 0.30
H 1.321 3.037 0.336 0.03 -0.04 0.21
H 1.360 3.805 2.491 -0.03 0.21 0.43
H 0.803 5.315 1.732 -0.14 0.20 0.49
H -0.704 6.200 3.306 0.19 0.03 0.07
H -1.752 5.210 4.239 0.14 -0.14 0.26
H 1.360 5.292 4.495 -0.20 0.18 -0.46
H 0.176 5.807 5.644 -0.08 -0.37 0.29
H 0.418 4.050 5.185 -0.32 0.15 0.46
H -0.123 2.344 3.518 0.11 0.17 0.24
H -1.267 2.291 2.246 -0.15 0.06 -0.03
H -3.087 3.094 3.662 0.08 0.68 0.38
H -1.918 3.147 5.106 -0.30 0.71 -0.24
H -2.468 1.729 4.441 0.65 -0.41 -0.70
```
Positions in Å, forces in eV/Å.

Results
Highest occupied orbital energy, eV: -7.71
ΔE to the lowest compared entry with this formula, charge and spin, kcal/mol: 0.0
DFT total energy, eV: -74087.221
M, u: 908.511
Total charge: 0
Max |F|, eV/Å: 2.61